(1)
DFT (ωB97M-V with the def2-TZVPD basis set) results for C12H51Cu2N3O20S2 as an isolated structure.

Output
Frontier orbital gap ... 4.57 eV
HOMO level ... -1.1 eV
Net charge ... -2

Each line ends with the Mulliken charge.
Element x y z (Å)
Cu: 1.41920 -12.57508 22.34439  0.42
Cu: 1.71173 -11.34783 25.34794  0.30
S: 1.00860 -9.16077 23.00025  1.04
O: 0.50165 -8.92094 21.62423  -0.97
O: 0.15566 -8.50480 24.00938  -0.99
O: 1.07122 -10.55362 23.29947  0.24
O: 2.28434 -8.58860 23.13047  -0.66
S: 4.65485 -11.79429 23.40985  1.18
O: 4.63962 -10.36153 23.06561  -0.70
O: 4.04835 -11.97184 24.73586  -0.90
O: 3.78389 -12.38871 22.37488  -0.68
O: 6.04464 -12.23661 23.29267  -0.80
C: -1.10386 -17.28006 23.67596  -1.12
C: -1.23967 -17.32054 22.07100  0.21
C: -2.31618 -16.37671 21.59365  -0.06
O: -3.44653 -17.03324 21.81861  -0.46
C: -4.60581 -16.26148 21.59521  -0.75
N: 0.02824 -16.82732 21.42980  -0.56
H: -0.53440 -18.12273 24.06805  0.42
H: -2.05421 -17.27298 24.20970  0.31
H: -0.61693 -16.33145 23.90211  0.08
H: -1.47880 -18.27786 21.60793  0.32
H: -2.26295 -16.14154 20.53065  0.49
H: -2.22044 -15.46505 22.18341  -0.12
H: -5.43711 -16.74265 22.11050  0.33
H: -4.80412 -16.00192 20.55531  0.30
H: -4.54292 -15.29142 22.08829  0.23
H: 0.33692 -16.02027 21.95276  0.14
H: -0.21945 -16.61961 20.47293  0.25
C: -2.63363 -12.36500 27.34739  -1.38
C: -1.18306 -12.83005 26.95601  0.21
C: -1.14961 -14.20363 26.26146  -0.31
O: -1.48057 -15.28187 27.05426  -0.45
C: -0.21650 -15.91268 27.56503  -0.43
N: -0.46485 -11.76135 26.23417  0.20
H: -3.23415 -13.05627 27.93869  0.34
H: -3.15628 -12.17242 26.41045  0.33
H: -2.58132 -11.46300 27.95711  0.40
H: -0.58189 -13.08403 27.82904  0.28
H: -0.23571 -14.30429 25.67600  0.10
H: -1.97020 -14.07026 25.55652  0.23
H: 0.24927 -15.20150 28.24723  0.28
H: 0.38183 -16.16442 26.68941  0.06
H: -0.35589 -16.84057 28.11972  0.30
H: -0.56006 -11.01501 26.90798  0.30
H: -1.07757 -11.54471 25.46103  -0.22
C: -2.46126 -12.40537 21.94438  -1.54
C: -1.56942 -12.74012 20.78056  2.03
C: -2.21858 -12.79295 19.41310  -1.15
O: -1.19406 -12.98256 18.56963  -0.44
C: -1.55409 -12.58623 17.20379  -0.94
N: -0.46349 -11.80348 20.85099  -0.17
H: -3.03556 -11.48255 21.86272  0.56
H: -1.89369 -12.23903 22.85996  0.18
H: -3.29265 -13.10382 22.03967  0.24
H: -1.05281 -13.68107 20.96985  -0.82
H: -2.59155 -11.78050 19.25846  0.47
H: -3.00030 -13.55253 19.42059  0.28
H: -2.22655 -13.27311 16.68988  0.34
H: -0.61543 -12.64208 16.65252  0.29
H: -1.98371 -11.59950 17.03090  0.36
H: -0.69522 -10.82092 20.81945  0.16
H: 0.03949 -12.03260 20.00565  0.02
O: 0.05605 -15.41265 18.65757  -0.69
H: 0.22446 -15.59569 17.73325  0.25
H: -0.39287 -14.56726 18.65690  0.60
O: 4.00921 -14.85819 21.34110  -0.74
H: 4.17851 -14.06979 21.85685  0.27
H: 4.81179 -15.37376 21.42040  0.26
O: -2.21056 -9.49402 24.57881  -0.63
H: -2.25366 -9.46305 25.53454  0.24
H: -1.33185 -9.17846 24.36786  0.48
O: 1.47963 -9.40299 19.40276  -0.92
H: 1.05887 -9.05092 20.18713  0.53
H: 1.87460 -10.22583 19.69111  0.35
O: 3.76994 -8.44549 20.48662  -0.56
H: 4.38693 -8.17562 19.80639  0.21
H: 2.99181 -8.72840 20.00631  0.40
O: 1.97765 -14.08268 19.77497  -0.67
H: 1.51578 -14.76908 19.29354  0.41
H: 2.64742 -14.54933 20.27487  0.33
O: 3.51563 -12.01408 19.91474  -0.75
H: 3.72414 -12.14019 20.84040  0.47
H: 3.01153 -12.79143 19.67423  0.42
O: 2.71454 -16.45069 24.81025  -0.57
H: 3.48399 -16.99658 24.64845  0.23
H: 1.97582 -17.05770 24.76492  0.25
O: 2.07699 -13.66963 24.50275  -0.03
H: 2.21496 -14.60762 24.63455  -0.06
H: 2.88575 -13.26220 24.81281  0.36

=====

(2)
DFT (ωB97M-V with the def2-TZVPD basis set) results for C27H26HgIN5O4S2 as an isolated structure.

Output
Frontier orbital gap (spin up / spin down) ... 4.94 / 6.73 eV
Expectation value of S² ... 0.79
HOMO level (spin up / spin down) ... -2.6 / -4.4 eV
Net charge ... -1
Energy relative to the best compared isomer or geometry (same formula, charge and spin) ... 45.1 kJ/mol
2S+1 ... 2

Each line ends with the Mulliken spin population.
Element x y z (Å)
Hg: -0.72604 0.66129 -0.05900  0.00
C: 0.32940 -2.21099 -3.86061  -0.01
C: 0.38352 -2.82797 -2.49310  0.05
N: 0.89970 -4.04189 -2.38368  0.14
C: 0.96068 -4.56788 -1.14627  -0.09
C: 0.48020 -3.95964 -0.01557  0.09
C: 0.63420 -4.68450 1.29044  0.01
O: 1.59854 -4.09496 2.17149  0.01
C: -0.13841 -2.66051 -0.10342  -0.14
C: -0.75227 -2.14301 1.05916  0.45
N: -1.39540 -0.94766 1.28215  0.07
C: -2.12683 -0.83480 2.43270  -0.07
C: -2.54290 -1.98001 3.16791  0.09
C: -3.25650 -1.90644 4.34344  -0.02
C: -3.63530 -0.67801 4.87655  0.07
C: -3.29454 0.46057 4.16723  -0.04
C: -2.57438 0.39221 2.98274  0.07
I: -2.21456 2.24685 2.07702  0.00
C: -0.11126 -2.05651 -1.40396  0.17
O: -0.53316 -0.85035 -1.68341  0.08
H: 0.69333 -2.93028 -4.59213  0.00
H: 0.93322 -1.30137 -3.90299  0.00
H: -0.69067 -1.90555 -4.11181  -0.01
H: 1.42628 -5.54632 -1.06467  0.00
H: 0.97893 -5.69938 1.08989  0.00
H: -0.32650 -4.77389 1.81654  0.00
H: 1.63303 -3.14938 1.97984  0.00
H: -0.65460 -2.77910 1.93305  0.05
H: -2.32972 -2.96220 2.76886  0.01
H: -3.53378 -2.82881 4.84077  0.00
H: -4.19185 -0.60365 5.80131  0.01
H: -3.59400 1.43145 4.54122  0.00
O: -0.05932 4.39382 -2.65202  0.00
C: 1.20070 4.73657 -2.31947  0.00
C: 1.76972 5.82469 -2.98556  0.00
C: 3.06101 6.22170 -2.70508  0.00
C: 3.81431 5.54121 -1.75137  0.00
C: 3.25166 4.46816 -1.08802  0.00
C: 1.94731 4.04699 -1.35077  0.00
C: 1.36605 2.89107 -0.61060  0.00
O: 0.14346 2.57783 -0.87755  0.00
N: 2.15058 2.29817 0.25863  0.00
N: 1.51924 1.25930 0.91435  0.00
C: 2.16042 0.77941 1.89663  0.00
S: 3.74387 1.37415 2.39864  0.00
C: 4.00227 0.05071 3.61242  0.00
C: 2.66140 -0.30411 4.22841  0.00
S: 1.47557 -0.51492 2.87911  0.00
H: -0.27887 3.60112 -2.10088  0.00
H: 1.16681 6.33597 -3.72567  0.00
H: 3.48645 7.06605 -3.23471  0.00
H: 4.82860 5.84732 -1.52975  0.00
H: 3.81107 3.92144 -0.34050  0.00
H: 4.70115 0.41728 4.36468  0.00
H: 4.43739 -0.81870 3.12009  0.00
H: 2.31874 0.48185 4.90102  0.00
H: 2.70753 -1.24675 4.77368  0.00
C: -3.46836 -0.34557 -4.72262  0.00
C: -4.26551 -0.32930 -3.41651  0.00
C: -3.58459 0.46411 -2.40070  0.00
N: -2.95202 1.02158 -1.62512  0.00
H: -3.97857 -0.95898 -5.46458  0.00
H: -2.47376 -0.75480 -4.55100  0.00
H: -3.35594 0.66203 -5.12083  0.00
H: -4.36423 -1.33862 -3.01230  0.00
H: -5.27251 0.06189 -3.56375  0.00

=====

(3)
DFT (ωB97M-V with the def2-TZVPD basis set) results for a 3-piece molecular cluster, C29H58FN5O7S overall.

Output
Frontier orbital gap ... 8.53 eV
HOMO level ... -8.3 eV
Net charge ... 0
SMILES ... CCOCCCCC[C@]1(CCC(N)=O)[C@H](N=C=S)C(=O)N[C@@H]1CCF.COCCNCCOC.COCCNCCOC

Each line ends with the Mulliken charge.
Element x y z (Å)
C: -0.75729 5.87578 -1.18411  -1.39
C: 0.03192 4.59839 -1.41255  0.22
O: 1.13227 4.89408 -2.25453  -0.42
C: 2.18819 3.95989 -2.22243  -0.73
C: 1.78817 2.50428 -2.49798  0.94
C: 2.87380 1.74645 -3.29858  -1.36
C: 2.48325 1.40210 -4.74190  -1.10
C: 1.77131 0.07163 -5.01862  -2.51
C: 0.32712 -0.16855 -4.56151  3.88
C: -0.53273 1.04005 -4.96687  -1.61
C: -2.02769 1.01204 -4.62894  -0.13
C: -2.66621 2.36962 -4.90089  0.24
N: -3.90543 2.39013 -5.57249  -0.59
O: -2.13842 3.38973 -4.52367  -0.47
C: 0.13995 -0.45619 -3.06895  -0.34
N: 1.30506 -1.08332 -2.43519  -0.43
C: 1.30540 -1.63719 -1.35250  0.64
S: 1.30661 -2.34571 0.03448  -0.32
C: -1.06376 -1.39265 -3.02317  -0.61
O: -1.76375 -1.55368 -2.04229  -0.67
N: -1.23510 -1.97619 -4.25634  0.10
C: -0.26512 -1.47388 -5.24055  -0.84
C: 0.71003 -2.59282 -5.66675  -1.27
C: 1.04906 -3.65133 -4.63059  -0.17
F: 0.10048 -4.67953 -4.68027  -0.34
H: -0.08714 6.71394 -0.98962  0.34
H: -1.42529 5.74409 -0.32796  0.37
H: -1.37547 6.10800 -2.05408  0.29
H: -0.61713 3.84376 -1.87845  0.03
H: 0.38613 4.18746 -0.45784  0.28
H: 2.72024 4.02986 -1.26104  0.30
H: 2.88226 4.29107 -2.99944  0.45
H: 0.85418 2.51115 -3.06447  -0.53
H: 1.59139 1.98122 -1.55690  0.15
H: 3.74886 2.40158 -3.36527  0.65
H: 3.20336 0.84771 -2.77163  0.42
H: 1.92458 2.24703 -5.15996  0.39
H: 3.40432 1.34180 -5.33249  0.52
H: 1.75289 -0.02841 -6.11192  0.56
H: 2.40526 -0.73462 -4.64333  0.57
H: -0.14113 1.94685 -4.50436  0.20
H: -0.41689 1.17275 -6.05005  0.64
H: -2.17506 0.85598 -3.55427  0.21
H: -2.56760 0.23838 -5.17805  0.26
H: -4.68132 2.61588 -4.96240  0.27
H: -4.09510 1.51822 -6.04769  0.28
H: -0.12708 0.42468 -2.47887  0.44
H: -2.20643 -2.02397 -4.53037  0.41
H: -0.79008 -1.19050 -6.15854  0.41
H: 0.23898 -3.13764 -6.49213  0.49
H: 1.63145 -2.18178 -6.07111  0.50
H: 1.06042 -3.26905 -3.60954  0.02
H: 2.02702 -4.09363 -4.84040  0.36
C: -1.58726 1.38303 3.84665  -0.74
O: -1.89203 1.28961 2.47421  -0.40
C: -1.13897 0.30936 1.76482  0.02
C: -1.99764 -0.84543 1.31168  -0.01
N: -2.43004 -1.66914 2.43320  -0.16
C: -3.41281 -2.69383 2.10079  -0.81
C: -4.75262 -2.25965 1.52006  -0.45
O: -5.59330 -1.57401 2.42900  -0.45
C: -5.34545 -0.18972 2.56371  -0.55
H: -2.07441 2.28003 4.22631  0.33
H: -1.95209 0.52065 4.41882  0.28
H: -0.50771 1.47073 4.00883  0.35
H: -0.30025 -0.04921 2.36736  -0.04
H: -0.73199 0.79502 0.87293  0.13
H: -1.39912 -1.45064 0.62796  0.00
H: -2.83772 -0.43872 0.73143  0.13
H: -2.80505 -1.07003 3.15796  0.13
H: -3.61907 -3.26210 3.01165  0.38
H: -2.95081 -3.38744 1.39007  0.42
H: -5.29490 -3.16712 1.24393  0.41
H: -4.63028 -1.66798 0.60437  0.29
H: -5.02026 0.25343 1.61771  0.27
H: -4.59232 0.02965 3.32686  0.20
H: -6.28081 0.27977 2.86791  0.30
C: 4.94397 -0.04860 6.68871  -0.70
O: 4.66694 -1.42925 6.59991  -0.34
C: 3.79044 -1.93366 7.59847  -0.78
C: 2.45018 -2.32415 7.01758  -0.19
N: 1.69983 -1.15759 6.58085  -0.28
C: 0.48468 -1.44647 5.82752  -0.94
C: 0.59656 -2.21280 4.51644  -0.22
O: 1.21983 -1.49366 3.46697  -0.29
C: 2.63347 -1.48939 3.47003  -0.76
H: 5.76254 0.15881 6.00182  0.24
H: 4.08655 0.57356 6.40713  0.28
H: 5.25426 0.23089 7.70043  0.34
H: 3.66218 -1.19638 8.39716  0.41
H: 4.25851 -2.82362 8.02751  0.40
H: 1.87477 -2.84127 7.79221  0.34
H: 2.63707 -3.04728 6.21129  0.18
H: 2.30247 -0.56385 6.02616  0.09
H: 0.00068 -0.49160 5.60967  0.42
H: -0.19625 -2.00239 6.48140  0.38
H: -0.41769 -2.41188 4.16070  0.09
H: 1.09172 -3.18373 4.64536  0.44
H: 3.03657 -2.42567 3.86669  0.36
H: 3.04789 -0.65676 4.04733  0.21
H: 2.96044 -1.37570 2.43598  0.29

=====

(4)
DFT (ωB97M-V with the def2-TZVPD basis set) results for an isolated ion of composition C9H22N2O2 and charge +2.

Output
Frontier orbital gap ... 11.23 eV
HOMO level ... -17.2 eV
Net charge ... +2
Energy relative to the best compared isomer or geometry (same formula, charge and spin) ... 165.0 kJ/mol
SMILES ... C[N+](C)(C)[C@H](O)[N+]1(C)CCOCC1

Each line ends with the natural charge from an NBO analysis.
Element x y z (Å)
C: 2.60355 1.54669 -0.93408  -0.47
N: 1.15031 1.47710 -0.41416  -0.24
C: 1.09171 2.07491 1.01078  -0.41
C: 0.41510 2.34141 -1.42538  -0.41
C: 0.90082 -0.03945 -0.46673  0.46
O: 0.96060 -0.29328 -1.78392  -0.71
N: -0.42455 -0.63149 0.05108  -0.26
C: -1.68112 -0.10580 -0.54147  -0.45
C: -0.66393 -0.51280 1.53793  -0.28
C: -1.84299 -1.36086 2.03098  -0.09
O: -1.71103 -2.72294 1.70154  -0.49
C: -1.61680 -2.98108 0.32106  -0.07
C: -0.37006 -2.17276 -0.20827  -0.26
H: 2.63950 1.55337 -2.07102  0.27
H: 3.01240 2.49960 -0.70432  0.25
H: 3.46291 0.80735 -0.70347  0.28
H: 0.05239 2.22605 1.29847  0.23
H: 1.61711 1.51922 1.73563  0.25
H: 1.47214 3.14198 0.92735  0.27
H: -0.49243 2.62809 -1.00567  0.23
H: 1.16504 3.04402 -1.71374  0.26
H: 0.23537 1.86930 -2.36453  0.26
H: 1.74199 -0.41614 0.21192  0.23
H: 1.11116 -1.16978 -2.12617  0.54
H: -1.50460 0.25879 -1.60354  0.26
H: -2.26623 -0.96463 -0.70789  0.25
H: -2.01729 0.73356 0.17193  0.25
H: -0.77136 0.58114 1.83436  0.24
H: 0.22692 -0.90787 2.12242  0.25
H: -1.77502 -1.42665 3.06142  0.25
H: -2.80580 -0.93879 1.63600  0.19
H: -2.60872 -2.76048 -0.13903  0.20
H: -1.40934 -3.97234 0.15635  0.24
H: 0.47824 -2.68049 0.36558  0.27
H: -0.37598 -2.24494 -1.26139  0.22

=====

(5)
DFT (ωB97M-V with the def2-TZVPD basis set) results for C3H6BiO3 as an isolated structure.

Output
Frontier orbital gap (spin up / spin down) ... 5.78 / 5.78 eV
HOMO level (spin up / spin down) ... -25.3 / -25.3 eV
Net charge ... +3
Energy relative to the best compared isomer or geometry (same formula, charge and spin) ... 362.6 kJ/mol

Each line ends with the natural charge from an NBO analysis.
Element x y z (Å)
H: 1.20557 -1.50830 0.94307  0.21
O: -0.79032 0.03031 -1.47346  -0.49
C: -0.88523 -0.23514 -0.29090  1.07
O: -0.18242 0.65095 0.46020  -0.58
Bi: 1.99009 0.50682 -0.90814  2.43
O: -0.69180 -1.45776 0.13155  -0.42
C: 0.61232 -2.03359 0.18195  -0.29
H: 1.11796 -2.01044 -0.79890  0.19
H: 0.51386 -3.08602 0.46363  0.40
C: -0.64532 2.02570 0.34433  -0.31
H: 0.28543 2.59027 0.44277  0.20
H: -1.09527 2.38026 -0.58659  0.28
H: -1.43486 2.14695 1.09049  0.31

=====

How do the records compare in calculated total energy? In the order shown, they have -6234.1792, -2866.7461, -2438.1961, -615.3692, -556.6022 a.u..